1.
{"formula": "C2H7NO4", "method": "ωB97M-V/def2-TZVPD", "elements": ["O", "C", "N", "C", "O", "H", "H", "H", "O", "H", "H", "O", "H", "H"], "positions_angstrom": [[0.213, 1.163, 0.721], [1.333, 0.932, 0.366], [1.515, 0.134, -0.781], [2.709, -0.356, -1.188], [3.746, -0.168, -0.597], [2.304, 1.247, 0.760], [0.614, 0.062, -1.240], [2.686, -0.816, -2.184], [-2.715, -0.894, 1.878], [-2.472, -0.240, 2.548], [-3.537, -1.185, 2.306], [-1.852, 0.267, -1.008], [-2.495, -0.237, -1.511], [-2.050, 0.091, -0.070]], "atomic_forces_ev_per_a": [[0.2, 0.6, 0.8], [0.4, -1.0, -1.1], [-1.2, 0.8, 1.0], [0.7, 0.7, -0.8], [0.0, -0.3, 0.2], [-0.2, 0.3, 0.6], [0.1, -0.7, -0.5], [-0.1, -0.4, 0.0], [-0.6, 0.3, 0.9], [0.6, 0.2, -0.4], [0.1, -0.4, -0.6], [0.1, -0.1, 0.2], [-0.1, -0.1, 0.1], [0.1, 0.0, -0.4]], "mulliken_charge": [-0.470, 0.034, -0.056, 0.116, -0.526, 0.326, 0.230, 0.336, -0.637, 0.319, 0.310, -0.620, 0.292, 0.346], "fmax_ha_per_bohr": 0.0343, "smiles": "O=CNC=O.O.O", "total_energy_ha": -436.1296, "lumo_energy_ev": 0.5, "homo_energy_ev": -10.077}

=====

2.
{"formula": "C2H7NO5P", "method": "ωB97M-V/def2-TZVPD", "elements": ["N", "C", "C", "O", "O", "P", "O", "O", "O", "H", "H", "H", "H", "H", "H", "H"], "positions_angstrom": [[1.038, 1.624, 0.581], [0.355, 0.515, 0.316], [-0.897, 0.683, -0.425], [-0.831, 1.729, -1.460], [0.608, -0.689, 0.656], [0.135, -2.563, 0.206], [-1.257, -2.632, 0.538], [1.236, -3.142, 1.174], [0.754, -2.700, -1.266], [0.498, 2.462, 0.347], [1.872, 1.602, 1.082], [-1.307, -0.198, -1.002], [-1.750, 1.028, 0.237], [-0.347, 1.263, -2.185], [1.137, -3.294, 2.098], [1.687, -2.974, -1.382]], "atomic_forces_ev_per_a": [[-2.5, -1.7, -0.9], [-0.6, -0.9, -0.2], [-3.5, 1.5, -2.6], [1.1, -1.5, 0.4], [1.6, -0.5, 0.2], [2.6, 1.5, 0.5], [-0.4, -0.2, -0.6], [-0.1, 0.5, -2.8], [-0.9, 0.2, 1.8], [0.9, 0.0, 0.0], [1.5, 0.3, 1.0], [0.9, 0.3, 1.3], [1.1, -0.6, -0.3], [-0.6, 1.0, 0.5], [-0.6, -0.1, 1.3], [-0.4, 0.1, 0.4]], "mulliken_charge": [-0.261, 0.748, -0.420, -0.504, -0.460, 1.012, -0.451, -0.425, -0.422, 0.267, 0.262, 0.312, 0.255, 0.321, 0.366, 0.400], "fmax_ha_per_bohr": 0.0894, "total_charge": 1, "smiles": "[NH2+]=C(CO)OP(=O)(O)O", "total_energy_ha": -852.5420, "lumo_energy_ev": -3.8, "homo_energy_ev": -15.127}

=====

3.
{"formula": "C2H7NOS", "method": "ωB97M-V/def2-TZVPD", "elements": ["N", "C", "O", "H", "H", "H", "C", "S", "H", "H", "H", "H"], "positions_angstrom": [[-0.626, 1.810, 1.785], [-1.242, 1.419, 3.064], [-2.052, 1.964, 3.743], [-0.481, 1.016, 1.077], [-1.021, 2.769, 1.529], [-0.995, 0.308, 3.370], [1.130, -1.151, -2.192], [0.946, -2.905, -2.139], [2.089, -0.906, -2.667], [0.540, -0.438, -2.862], [1.157, -0.794, -1.297], [0.555, -3.092, -3.409]], "atomic_forces_ev_per_a": [[-1.8, 0.2, 1.8], [1.0, -3.4, -2.1], [0.2, 1.6, -0.2], [-0.5, 2.1, 1.6], [0.8, -2.1, -0.3], [0.3, 1.7, -0.8], [0.8, 0.5, -7.0], [-0.7, -0.7, -0.2], [0.3, -0.3, 0.5], [-0.4, -1.6, 1.0], [0.0, 2.1, 5.6], [0.1, 0.0, 0.1]], "mulliken_charge": [-0.443, 0.119, -0.439, 0.250, 0.261, 0.252, -0.769, -0.192, 0.311, 0.309, 0.229, 0.112], "fmax_ha_per_bohr": 0.1372, "smiles": "NC=O.CS", "total_energy_ha": -608.5311, "lumo_energy_ev": 0.5, "homo_energy_ev": -9.172}

=====

4.
{"formula": "C2H7NOSi", "method": "ωB97M-V/def2-TZVPD", "elements": ["C", "N", "Si", "H", "H", "H", "H", "H", "C", "O", "H", "H"], "positions_angstrom": [[0.378, -0.695, 1.063], [0.182, 0.478, 0.342], [0.687, 1.982, 0.406], [1.134, -1.338, 0.453], [0.704, -0.620, 2.085], [-0.565, -1.272, 1.029], [1.534, 2.941, 1.193], [-0.258, 2.892, -0.434], [-1.842, -0.371, -1.173], [-2.498, -1.015, -0.412], [-1.024, -0.888, -1.627], [-2.007, 0.723, -1.185]], "atomic_forces_ev_per_a": [[0.8, -2.8, -1.5], [0.4, 1.9, 0.2], [-1.8, 1.6, -1.1], [-1.0, 0.7, 1.3], [0.3, 0.2, 0.5], [0.3, 0.0, 0.2], [0.2, -0.7, 0.1], [1.0, -0.7, 0.4], [-0.1, 0.8, 1.4], [-1.2, -0.8, 0.6], [0.9, 0.2, -1.3], [0.3, -0.1, -0.8]], "mulliken_charge": [-0.685, -0.066, 0.146, 0.237, 0.340, 0.209, -0.085, -0.069, -0.097, -0.420, 0.300, 0.190], "fmax_ha_per_bohr": 0.0645, "smiles": "CN=[SiH2].C=O", "total_energy_ha": -499.7730, "lumo_energy_ev": -0.2, "homo_energy_ev": -9.400}

=====

5.
{"formula": "C2H7NOSi", "method": "ωB97M-V/def2-TZVPD", "elements": ["C", "C", "N", "O", "Si", "H", "H", "H", "H", "H", "H", "H"], "positions_angstrom": [[-0.610, -0.450, 0.549], [-2.655, 0.420, -0.130], [-0.510, -1.302, -0.296], [-1.454, 0.551, 0.662], [3.461, 0.335, 0.115], [-3.322, 1.277, 0.119], [-3.182, -0.542, -0.074], [-2.370, 0.537, -1.225], [0.338, -1.882, -0.181], [3.285, 1.259, -1.019], [4.475, 0.602, 1.139], [2.543, -0.806, 0.342]], "atomic_forces_ev_per_a": [[0.1, 2.7, 2.0], [-0.3, 1.1, -2.1], [1.1, -2.7, -1.9], [-0.8, -0.6, 0.4], [0.0, -0.3, -0.1], [0.6, -0.8, 0.1], [0.4, 0.2, 0.6], [-0.3, -0.1, 1.2], [-0.8, 0.2, -0.2], [-0.1, -0.1, 0.2], [-0.1, 0.1, 0.0], [0.2, 0.4, -0.1]], "mulliken_charge": [0.273, -0.613, -0.471, -0.277, 0.127, 0.226, 0.296, 0.264, 0.292, -0.024, -0.029, -0.065], "fmax_ha_per_bohr": 0.0683, "total_energy_ha": -499.6936, "lumo_energy_ev": [-0.4, -0.2], "homo_energy_ev": [-8.394, -7.240]}

=====

6.
{"formula": "C2H7NS", "method": "ωB97M-V/def2-TZVPD", "elements": ["C", "C", "N", "H", "H", "H", "H", "H", "S", "H", "H"], "positions_angstrom": [[-0.508, 1.234, -0.056], [-0.717, -0.034, 0.323], [-1.202, -1.015, -0.547], [-0.081, 1.949, 0.628], [-0.699, 1.560, -1.065], [-1.103, -0.151, 1.329], [-1.480, -0.726, -1.474], [-1.880, -1.636, -0.135], [2.787, -0.424, -0.275], [1.866, -1.073, 0.451], [3.017, 0.316, 0.820]], "atomic_forces_ev_per_a": [[0.6, -0.3, 0.2], [-2.8, 1.2, -0.7], [0.2, -0.4, 0.2], [-0.3, 0.1, 0.2], [0.5, 0.0, -0.4], [1.3, -0.6, 0.6], [0.2, 0.1, 0.1], [0.1, 0.0, -0.1], [0.0, -0.1, 0.5], [-0.1, -0.2, -0.3], [0.2, 0.2, -0.2]], "mulliken_charge": [-0.676, 0.015, -0.466, 0.234, 0.201, 0.301, 0.177, 0.233, -0.303, 0.139, 0.145], "fmax_ha_per_bohr": 0.0604, "smiles": "C=CN.S", "total_energy_ha": -533.2865, "lumo_energy_ev": 1.0, "homo_energy_ev": -8.223}

=====

7.
{"formula": "C2H7NS2", "method": "ωB97M-V/def2-TZVPD", "elements": ["C", "C", "N", "S", "S", "H", "H", "H", "H", "H", "H", "H"], "positions_angstrom": [[-2.069, -0.995, -0.004], [3.013, 0.062, -0.158], [-1.861, 0.429, 0.424], [1.577, 0.853, 0.296], [-0.766, 1.458, -0.396], [-2.076, -0.876, -1.078], [-1.288, -1.636, 0.284], [-3.022, -1.227, 0.495], [3.135, -1.058, 0.189], [3.311, 0.490, -1.101], [-1.632, 0.476, 1.390], [1.677, 2.024, -0.341]], "atomic_forces_ev_per_a": [[-1.0, 2.9, 0.1], [-1.1, -1.2, 0.3], [1.1, 0.0, -0.6], [0.0, -0.4, 1.2], [-0.9, -1.0, -0.2], [-0.6, -0.7, -0.3], [1.1, -0.9, 0.5], [0.2, -0.6, -0.7], [-0.2, 2.6, -1.0], [0.9, -0.8, -0.3], [-0.1, 0.1, 0.9], [0.5, -0.1, 0.0]], "mulliken_charge": [-0.637, -0.575, -0.331, -0.003, -0.177, 0.273, 0.258, 0.264, 0.247, 0.274, 0.253, 0.153], "fmax_ha_per_bohr": 0.0603, "total_energy_ha": -931.3878, "lumo_energy_ev": [0.0, -0.5], "homo_energy_ev": [-7.538, -7.507]}

=====

8.
{"formula": "C2H7NS2", "method": "ωB97M-V/def2-TZVPD", "elements": ["N", "C", "C", "S", "S", "H", "H", "H", "H", "H", "H", "H"], "positions_angstrom": [[-0.361, -1.754, 1.197], [-0.543, -0.366, 0.920], [0.465, 0.233, -0.100], [-0.388, 0.540, -1.668], [-0.140, 2.389, -2.328], [0.595, -2.045, 1.314], [-1.004, -2.382, 0.750], [-1.540, -0.316, 0.505], [-0.460, 0.222, 1.838], [0.814, 1.210, 0.257], [1.378, -0.337, -0.223], [1.185, 2.608, -2.461]], "atomic_forces_ev_per_a": [[0.2, 0.7, 0.0], [-0.2, -1.3, -0.2], [0.8, 1.5, 0.3], [0.0, -0.5, 0.1], [-0.4, 0.4, -0.3], [-0.1, -0.5, 0.0], [0.3, -0.3, 0.0], [-0.4, 0.6, 0.2], [-0.1, 0.2, -0.2], [-0.2, 0.0, -0.2], [-0.1, -0.5, -0.2], [0.2, -0.4, 0.4]], "mulliken_charge": [-0.424, -0.559, -0.429, 0.185, 0.002, 0.226, 0.236, 0.433, 0.264, 0.390, 0.413, 0.261], "multiplicity": 2, "fmax_ha_per_bohr": 0.0336, "s2": 0.7556, "total_charge": 1, "total_energy_ha": -931.1960, "lumo_energy_ev": [-4.3, -8.3], "homo_energy_ev": [-13.849, -13.244]}

=====

9.
{"formula": "C2H7NS4", "method": "ωB97M-V/def2-TZVPD", "elements": ["C", "C", "N", "S", "S", "S", "S", "H", "H", "H", "H", "H", "H", "H"], "positions_angstrom": [[-0.857, 0.631, -0.941], [-0.878, -0.543, -0.017], [1.667, -0.266, 0.718], [-1.567, -0.380, 1.589], [-0.589, -2.188, -0.489], [2.572, -1.173, -0.265], [1.881, 1.438, 0.869], [-1.413, 1.497, -0.559], [0.193, 1.051, -1.038], [-1.209, 0.406, -1.890], [-1.949, 0.876, 1.230], [-1.052, -2.728, 0.714], [2.428, -0.291, -1.475], [0.775, 1.671, 1.553]], "atomic_forces_ev_per_a": [[1.8, 0.7, 1.6], [0.3, -0.2, 0.7], [-0.9, 0.6, 1.5], [0.0, 1.2, -0.8], [-0.6, -0.2, 0.7], [-0.3, 2.3, -2.2], [0.9, -1.1, -1.0], [-0.1, -0.4, 0.0], [-0.9, -0.5, -0.1], [-0.7, -0.5, -1.9], [-0.2, -0.4, 0.9], [0.5, 0.4, -1.2], [0.7, -1.5, 1.5], [-0.5, -0.2, 0.4]], "mulliken_charge": [-1.087, 0.406, -0.181, -0.176, -0.174, -0.074, -0.112, 0.330, 0.174, 0.370, 0.124, 0.146, 0.123, 0.131], "fmax_ha_per_bohr": 0.0626, "total_energy_ha": -1727.7459, "lumo_energy_ev": [0.2, -0.7], "homo_energy_ev": [-7.809, -6.674]}

=====

10.
{"formula": "C2H7O", "method": "ωB97M-V/def2-TZVPD", "elements": ["O", "H", "H", "H", "C", "C", "H", "H", "H", "H"], "positions_angstrom": [[0.774, 0.094, -1.454], [0.552, -0.200, -2.356], [0.552, -0.676, -0.881], [0.618, 0.896, -0.926], [0.119, -0.240, 1.288], [-1.040, 0.124, 0.693], [0.672, -1.174, 1.300], [0.643, 0.590, 1.762], [-1.765, -0.556, 0.253], [-1.125, 1.143, 0.321]], "atomic_forces_ev_per_a": [[0.9, -2.4, 0.0], [-0.2, 1.4, -0.5], [0.0, 0.4, 0.6], [-0.5, 0.6, -0.6], [-0.3, 1.4, -0.2], [1.2, -0.9, -0.9], [-0.9, -0.5, 0.6], [0.4, -0.2, -0.3], [0.2, -0.2, 0.1], [-0.7, 0.3, 1.2]], "mulliken_charge": [-0.374, 0.458, 0.430, 0.448, -0.777, -0.781, 0.461, 0.326, 0.334, 0.474], "fmax_ha_per_bohr": 0.0501, "total_charge": 1, "total_energy_ha": -155.2590, "lumo_energy_ev": -4.8, "homo_energy_ev": -15.136}

=====

What did the second record say?
{"formula": "C2H7NO5P", "method": "ωB97M-V/def2-TZVPD", "elements": ["N", "C", "C", "O", "O", "P", "O", "O", "O", "H", "H", "H", "H", "H", "H", "H"], "positions_angstrom": [[1.038, 1.624, 0.581], [0.355, 0.515, 0.316], [-0.897, 0.683, -0.425], [-0.831, 1.729, -1.460], [0.608, -0.689, 0.656], [0.135, -2.563, 0.206], [-1.257, -2.632, 0.538], [1.236, -3.142, 1.174], [0.754, -2.700, -1.266], [0.498, 2.462, 0.347], [1.872, 1.602, 1.082], [-1.307, -0.198, -1.002], [-1.750, 1.028, 0.237], [-0.347, 1.263, -2.185], [1.137, -3.294, 2.098], [1.687, -2.974, -1.382]], "atomic_forces_ev_per_a": [[-2.5, -1.7, -0.9], [-0.6, -0.9, -0.2], [-3.5, 1.5, -2.6], [1.1, -1.5, 0.4], [1.6, -0.5, 0.2], [2.6, 1.5, 0.5], [-0.4, -0.2, -0.6], [-0.1, 0.5, -2.8], [-0.9, 0.2, 1.8], [0.9, 0.0, 0.0], [1.5, 0.3, 1.0], [0.9, 0.3, 1.3], [1.1, -0.6, -0.3], [-0.6, 1.0, 0.5], [-0.6, -0.1, 1.3], [-0.4, 0.1, 0.4]], "mulliken_charge": [-0.261, 0.748, -0.420, -0.504, -0.460, 1.012, -0.451, -0.425, -0.422, 0.267, 0.262, 0.312, 0.255, 0.321, 0.366, 0.400], "fmax_ha_per_bohr": 0.0894, "total_charge": 1, "smiles": "[NH2+]=C(CO)OP(=O)(O)O", "total_energy_ha": -852.5420, "lumo_energy_ev": -3.8, "homo_energy_ev": -15.127}